Entry 1:
Below is an isolated molecule of C3H7NO3S2, with properties calculated with ωB97M-V with the def2-TZVPD basis set.

The energy above the lowest of the compared OMol25 structures with the same formula, charge and spin comes out at 0.0 kcal/mol. The calculation puts the total energy at -32526.115 eV. The calculation puts the frontier orbital gap at 10.10 eV. The charge is 0. Its SMILES is CS(=O)(=O)[C@H](S)C(N)=O.

Last column: Mulliken charge in e.
Atoms and positions in Å:
1 S -2.11686 -1.22678 0.38810  -0.26
2 H 2.05101 -0.05342 1.48236  0.31
3 C -0.80108 1.26904 -0.03086  0.52
4 H 2.61251 0.52520 -0.06971  0.41
5 H -0.58773 -0.04551 1.74517  0.46
6 H -2.02221 2.39897 -1.40787  0.26
7 O 0.51305 -0.76131 -1.65571  -0.56
8 H -1.36106 -1.95989 -0.49378  0.24
9 O 0.68672 -2.28963 0.22885  -0.60
10 S 0.73452 -0.89965 -0.24807  0.98
11 H -2.58714 0.93149 -0.86523  0.13
12 H 3.02360 -1.12491 0.58865  0.35
13 O 0.18933 1.95710 0.09352  -0.61
14 C 2.26344 -0.25006 0.42019  -0.98
15 N -1.81645 1.52499 -0.83648  -0.31
16 C -0.78164 0.00436 0.66089  -0.33

Atomic forces in eV per Å
S 0.3 0.0 -0.4
H -0.2 0.5 -0.5
C 0.5 1.6 -0.4
H 1.7 3.8 -2.4
H 0.2 0.7 -0.6
H 1.4 -1.5 1.4
O 0.4 1.0 -0.2
H -0.8 0.2 0.4
O 0.2 1.5 -0.1
S -0.8 -2.5 1.7
H -1.1 -1.5 0.2
H -1.5 1.4 -1.2
O 0.7 1.0 0.1
C -0.6 -5.2 3.7
N -1.3 2.8 -2.0
C 0.8 -4.0 0.2


Entry 2:
Below is a structure of composition C14H21As2F3I2O2Rh, with properties calculated with ωB97M-V with the def2-TZVPD basis set.

The energy above the lowest of the compared OMol25 structures with the same formula, charge and spin comes out at 89.3 kcal/mol. The calculation puts the total energy at -167984.791 eV. The calculation puts the frontier orbital gap (spin up / spin down) at 6.15 / 6.64 eV. The charge is +1.

Last column: Mulliken charge in e.
Atoms and positions in Å:
1 H -0.64066 -4.09411 -3.68933  0.38
2 As 1.30744 -0.82291 -0.06853  1.18
3 H 3.27714 -0.28231 2.20567  0.27
4 C 2.69954 1.53829 3.15587  -0.80
5 C 0.70614 1.71179 1.23757  0.41
6 O -0.46126 -2.93181 -0.68223  -0.52
7 C 1.57194 0.61999 1.24117  0.17
8 C 2.10594 -2.42021 0.72347  -1.20
9 C -1.98946 3.12579 0.35097  -1.14
10 C -0.40956 -2.91221 -1.93323  0.92
11 C 2.69224 -0.38491 -1.39383  -0.99
12 H -2.45066 3.54779 -0.54533  0.44
13 C -4.79606 -0.74051 -1.43473  -0.91
14 Rh -1.41676 -0.65741 -0.81583  0.28
15 As -0.58176 1.88309 -0.22003  0.65
16 H -0.69186 -5.00921 -2.15133  0.32
17 O -0.55806 -1.82711 -2.54873  -0.74
18 H 0.68244 4.00599 -0.81473  0.38
19 H 1.30894 2.65289 -1.77693  0.28
20 H 0.84874 -4.41161 -2.78103  0.30
21 I -3.42106 0.73329 -2.25783  0.23
22 H 2.33104 -3.12331 -0.07833  0.38
23 H 3.47934 1.47119 3.89817  0.41
24 C 1.80744 2.59619 3.18227  -0.79
25 H 0.12094 3.51729 2.24747  0.28
26 C 2.57454 0.54389 2.20017  -0.79
27 H 1.39484 -2.88281 1.40627  0.34
28 I -3.77256 -2.62291 -1.20383  0.23
29 C 0.40794 3.11649 -1.38593  -1.01
30 H -5.11606 -0.38891 -0.45833  0.41
31 H -1.56166 3.93569 0.94267  0.44
32 C 0.81864 2.69019 2.21777  -0.47
33 C -1.75616 -0.88531 1.35577  0.36
34 H 3.03044 -2.17431 1.24667  0.50
35 H 3.66334 -0.39171 -0.89613  0.40
36 H 1.87904 3.34999 3.94987  0.43
37 H 2.69014 -1.13271 -2.18723  0.40
38 F -0.67656 -1.34011 2.04127  -0.21
39 H 2.51864 0.59439 -1.83263  0.26
40 H -5.63936 -0.85381 -2.10933  0.46
41 F -1.95806 0.39579 1.84247  -0.26
42 C -0.21526 -4.19641 -2.69553  -1.25
43 F -2.81956 -1.58161 1.79067  -0.21
44 H -0.22946 3.40919 -2.22213  0.42
45 H -2.75516 2.62919 0.94677  0.35

Atomic forces in eV per Å
H 0.1 -0.1 -0.1
As -0.5 0.4 0.0
H -0.1 0.0 0.0
C 0.0 0.0 0.1
C -0.1 -0.2 -0.1
O -0.5 -0.4 0.6
C -0.3 -0.2 -0.2
C -0.4 0.0 0.0
C 0.0 -0.3 0.1
C 0.0 -0.3 -0.2
C -0.4 -0.2 -0.1
H 0.1 -0.1 0.1
C 0.2 -0.3 -0.1
Rh 3.9 0.5 3.1
As -0.4 -0.7 0.2
H 0.1 0.0 0.0
O -0.3 0.9 -1.1
H -0.1 -0.2 0.1
H 0.0 -0.1 0.0
H 0.1 0.0 0.0
I -0.6 -0.8 0.4
H -0.1 0.1 0.0
H 0.1 0.0 0.1
C 0.0 0.0 0.0
H 0.1 0.0 0.0
C 0.1 -0.1 -0.2
H 0.0 0.1 -0.1
I -0.6 0.5 -0.1
C -0.3 -0.3 -0.3
H 0.2 0.0 -0.1
H 0.1 0.0 -0.1
C -0.2 0.0 -0.2
C -0.4 1.8 -1.0
H -0.1 0.2 -0.1
H -0.1 0.0 0.1
H 0.0 0.1 0.1
H -0.1 0.0 0.0
F -0.4 -0.1 -0.6
H -0.1 0.0 0.0
H 0.2 0.0 0.0
F 0.0 -0.3 0.2
C 0.0 0.2 0.0
F 0.6 0.0 -0.5
H 0.1 0.0 0.0
H 0.2 -0.1 -0.1


Entry 3:
Below is a cluster of 2 separate species, C6H10O2 in total, with properties calculated with ωB97M-V with the def2-TZVPD basis set.

The energy above the lowest of the compared OMol25 structures with the same formula, charge and spin comes out at 65.6 kcal/mol. The calculation puts the total energy at -10476.324 eV. The calculation puts the frontier orbital gap at 9.47 eV. The charge is 0. Its SMILES is C=CC(C)=O.CC=O.

Last column: Mulliken charge in e.
Atoms and positions in Å:
1 H 1.96851 -1.91062 1.53221  0.27
2 C 0.74091 0.68311 -0.54604  0.99
3 H -2.06866 -1.17262 0.54008  0.36
4 C -2.02855 0.94539 1.03983  -0.97
5 O 0.74486 1.86213 -0.29058  -0.58
6 H -3.01551 1.23757 0.67458  0.34
7 H -1.35767 1.79088 0.89609  0.27
8 H 1.30824 -2.14315 -0.15626  0.26
9 H 1.10865 0.79187 -2.62698  0.33
10 C 1.34624 -1.52992 0.73342  -0.70
11 H -2.09474 0.68908 2.09676  0.32
12 O -1.25417 -0.13974 -0.98740  -0.52
13 C 0.81383 -0.30328 0.76334  -0.29
14 C -1.57644 -0.23538 0.22845  0.24
15 H 2.35977 -0.11344 -1.70063  0.37
16 C 1.29698 0.09223 -1.81459  -1.40
17 H 0.92797 0.29070 1.66334  0.35
18 H 0.77979 -0.83480 -2.04560  0.37

Atomic forces in eV per Å
H -0.6 -0.2 0.4
C 2.1 -0.8 2.4
H 0.9 -0.4 0.3
C 1.2 0.1 0.3
O -0.5 -0.3 -0.4
H 0.0 -0.2 -0.1
H 0.0 0.1 0.0
H 0.1 0.1 -0.2
H 0.2 0.0 0.0
C -0.1 0.5 -0.3
H -0.1 0.0 0.0
O -1.0 -0.4 2.9
C 1.4 0.9 -1.3
C -2.6 0.4 -3.9
H 0.0 0.2 0.1
C -1.0 0.0 -0.3
H -0.2 0.1 0.1
H 0.1 -0.1 0.0


Entry 4:
Below is a structure of composition C20H18N3O6Re, with properties calculated with ωB97M-V with the def2-TZVPD basis set.

The calculation puts the total energy at -39912.437 eV. The calculation puts the frontier orbital gap (spin up / spin down) at 6.86 / 6.88 eV. As for the spin multiplicity: 2. The charge is +1.

Last column: Mulliken spin population.
Atoms and positions in Å:
1 H -4.14319 -0.63940 2.78606  0.00
2 C 0.88739 -3.17234 0.46934  0.00
3 O 1.68017 -2.76445 -1.73529  0.01
4 N -2.01286 0.15547 0.33980  -0.01
5 C 0.37991 3.10288 -1.07774  0.03
6 C -2.47606 -0.11864 1.57156  0.03
7 H 0.90106 -1.37514 3.32617  0.00
8 H -0.12147 -5.15883 1.93059  0.00
9 H -1.76007 -0.09256 2.38042  -0.01
10 C -2.85088 0.15293 -0.72029  0.03
11 H 2.54519 -3.12550 1.96194  0.00
12 C 1.47796 2.87847 0.95750  0.03
13 H -2.79532 1.24452 -2.58708  0.00
14 O 0.09338 -1.38241 -0.98808  0.07
15 H 1.17982 -4.09092 3.65216  0.00
16 Re 0.03568 0.36913 -0.10618  0.89
17 C 0.97203 4.31134 -1.32636  -0.01
18 C 0.68236 -2.20648 2.66131  0.00
19 C -3.79932 -0.42620 1.78360  -0.01
20 O 1.61334 -0.15878 0.85998  -0.02
21 C 2.43638 -1.25039 1.09490  0.00
22 C 0.30244 -3.51529 3.35724  0.00
23 H -1.97278 -0.32367 -2.60739  0.00
24 H -0.28701 -3.31456 4.24818  0.00
25 H 2.79683 4.44915 1.52663  0.00
26 O -1.13469 3.06404 -2.91277  0.00
27 H -1.56519 -4.38607 2.58721  0.00
28 C -0.62390 2.47248 -2.00654  0.01
29 C 2.11047 4.09038 0.77245  -0.02
30 C -0.54448 -4.20887 2.25692  0.00
31 O -0.48843 -1.91456 1.87263  0.02
32 H -4.83154 -0.16968 -1.43706  0.00
33 C 1.75382 -2.48217 1.59198  0.00
34 C 0.94794 -2.43422 -0.85166  0.00
35 H 2.35781 5.76172 -0.55303  0.00
36 C -4.18091 -0.16784 -0.57222  -0.01
37 N 0.61935 2.39302 0.04428  -0.04
38 H 1.24569 -4.17203 0.24633  0.00
39 O 3.60585 -1.15450 0.90484  0.00
40 C 1.86178 4.81482 -0.38365  0.03
41 C -4.65990 -0.46571 0.69437  0.02
42 H 1.65486 2.27044 1.83360  0.00
43 N -0.93496 1.17916 -1.58514  -0.06
44 H -1.33828 -3.17461 0.44593  0.00
45 C -2.18589 0.56027 -2.00107  0.00
46 C -0.50154 -3.16210 1.13740  0.01
47 H -5.70428 -0.71787 0.83308  0.00
48 H 0.73127 4.82903 -2.24459  0.00

Atomic forces in eV per Å
H 0.0 0.0 0.0
C -0.2 0.2 0.3
O 0.0 0.0 0.0
N 0.2 -0.4 -0.2
C -0.1 -0.3 0.1
C 0.0 0.2 0.0
H 0.0 0.1 0.0
H 0.0 0.0 0.0
H -0.1 0.0 -0.1
C 0.1 0.0 0.1
H 0.0 -0.2 0.0
C -0.2 -0.1 -0.1
H -0.1 0.1 0.0
O -0.2 -0.1 0.6
H 0.0 0.0 0.0
Re -0.2 0.0 -0.1
C 0.1 0.2 -0.1
C -0.2 0.0 0.0
C -0.1 0.0 0.0
O -0.1 -0.2 -0.3
C 0.1 0.7 -0.2
C 0.1 -0.1 -0.1
H 0.0 0.0 0.0
H 0.0 0.0 0.0
H 0.0 0.0 0.0
O -0.1 0.1 -0.3
H 0.0 0.0 0.0
C 0.0 -0.3 0.2
C 0.0 0.1 0.0
C 0.2 0.0 -0.1
O 0.3 -0.4 0.0
H 0.0 0.0 0.0
C -0.3 -0.2 0.0
C -0.1 0.3 -0.4
H 0.0 0.0 0.0
C -0.2 0.0 0.0
N 0.4 0.1 0.3
H 0.0 -0.1 0.1
O 0.1 0.0 0.0
C 0.0 0.0 0.0
C -0.1 -0.1 0.0
H 0.0 0.0 -0.1
N 0.3 0.0 0.2
H 0.0 0.0 0.0
C 0.1 0.1 0.0
C 0.0 0.1 0.1
H 0.0 0.0 0.0
H 0.0 0.0 0.0


Entry 5:
Below is a structure of composition C28H36N4O2P2Pd, with properties calculated with ωB97M-V with the def2-TZVPD basis set.

The energy above the lowest of the compared OMol25 structures with the same formula, charge and spin comes out at 0.0 kcal/mol. The calculation puts the total energy at -61727.917 eV. The calculation puts the frontier orbital gap (spin up / spin down) at 7.82 / 7.40 eV. As for the spin multiplicity: 3. The charge is 0.

Last column: Mulliken spin population.
Atoms and positions in Å:
1 C -0.79527 1.36318 2.33618  0.01
2 C 2.56073 -2.52864 -3.67157  0.00
3 H 4.85930 1.73544 -3.10048  0.00
4 H -3.79642 -3.09525 -0.78547  0.00
5 C -1.07023 -1.20917 -2.80688  0.08
6 C 1.76718 1.22346 2.88522  0.00
7 C 0.64459 0.83188 2.00186  0.13
8 H 0.24770 0.47442 -2.39310  0.00
9 H 1.05426 -2.18862 1.82821  -0.03
10 H 3.36936 -4.00261 -5.09045  0.00
11 C -5.34516 -1.32957 -3.16328  0.00
12 H 1.36312 -0.26092 6.65067  0.00
13 H -6.03719 -1.08387 -3.95028  0.00
14 C -2.13494 2.99146 -2.62822  0.00
15 C 4.75256 0.81329 -1.02893  0.00
16 C -1.34642 1.12470 3.66938  0.60
17 C 3.75855 0.00399 -0.48068  0.00
18 H -1.50005 1.55884 5.71408  0.00
19 C -0.26770 3.06477 4.81311  0.03
20 Pd -0.43118 -2.00690 -0.23825  0.52
21 H -2.77575 1.84290 0.43809  0.01
22 H -2.04981 3.66938 -3.47053  0.00
23 H -1.46205 0.79212 1.66704  0.05
24 H -1.01457 -2.31522 -2.83059  0.01
25 C -4.20155 -2.41792 -1.51896  -0.01
26 H 2.49961 0.50720 -3.46271  0.00
27 H 3.69364 -0.45805 0.49812  0.00
28 H -1.66796 -0.88817 -3.66753  0.00
29 C 0.83224 3.38210 3.77951  -0.01
30 O 0.37880 1.44491 7.33453  0.00
31 N 2.73329 -0.16096 -1.41730  0.00
32 O 0.29072 0.63235 5.23815  0.03
33 C 4.34327 1.13259 -2.35942  0.00
34 H -5.92719 -3.39273 -2.49768  0.00
35 H 1.33824 4.28817 4.14020  0.00
36 H 2.76411 2.48588 4.23298  0.00
37 H 5.67807 1.14140 -0.56163  0.00
38 H 2.09744 -4.22716 -0.91088  0.00
39 H -2.75634 4.25040 -0.89090  0.00
40 C -1.89306 1.63184 -2.70080  0.00
41 P -1.98519 -0.78438 -1.25789  -0.10
42 H -1.58492 1.06035 -3.55368  0.00
43 H -0.71067 -2.30379 2.35053  0.01
44 C 2.88083 -4.66984 -2.98220  0.00
45 H 0.35591 3.61564 2.82001  0.00
46 P 1.35057 -1.35635 -1.40207  -0.01
47 H 2.47857 -1.58745 -4.19243  0.00
48 C -2.50783 3.26883 -1.27799  0.00
49 C -5.27025 -2.54148 -2.39225  0.00
50 C 0.32761 -0.57511 -2.70882  -0.01
51 H 3.14162 -5.71996 -2.98061  0.00
52 C -0.74547 1.61080 4.90842  0.13
53 H 0.59063 -0.27059 1.94162  -0.05
54 C 0.06247 -2.63957 1.63551  0.52
55 H 0.80809 -0.59812 -3.69003  0.00
56 C 0.70994 0.62391 6.49763  0.01
57 H 0.87344 1.14690 0.96354  0.00
58 H -4.04136 0.48299 -3.05681  0.00
59 C -4.32711 -0.49851 -2.72798  0.00
60 C 2.34835 -3.93632 -1.91919  0.00
61 C 1.85670 2.31200 3.64695  -0.01
62 H 0.05640 3.36234 5.81540  0.00
63 H -1.16993 3.63271 4.55257  -0.01
64 H -0.87035 2.41513 2.01337  0.07
65 N -2.07550 1.03512 -1.45061  0.00
66 C 3.12597 0.51255 -2.57855  0.00
67 H 2.63445 0.55727 2.80989  0.00
68 N -3.61931 -1.15193 -1.69620  0.00
69 N 2.13653 -2.62394 -2.34499  0.01
70 C 3.00950 -3.77162 -4.09488  0.00
71 C -2.49462 2.05649 -0.58349  -0.01
72 H -1.99643 0.25819 3.79163  -0.02
73 H 0.09748 -3.74313 1.54277  0.02

Atomic forces in eV per Å
C -0.1 -0.4 -1.5
C 0.0 -0.9 0.2
H -0.1 -0.1 0.3
H 0.0 0.0 0.0
C -0.1 0.1 0.2
C 0.9 0.5 0.0
C -0.8 -0.3 -0.4
H 0.1 -0.2 -0.2
H -0.6 -0.6 0.2
H 0.0 0.0 0.2
C 1.1 0.3 0.8
H -0.1 0.5 0.1
H -0.1 0.0 0.1
C 0.1 -1.1 0.3
C -0.8 -0.6 0.1
C -0.2 -0.9 0.2
C 0.2 0.4 -0.4
H 0.4 0.0 -0.2
C 0.1 -0.2 0.4
Pd -0.2 -0.2 1.0
H 0.1 0.0 -0.2
H 0.0 -0.1 0.3
H 0.3 0.3 0.0
H -0.1 0.4 -0.1
C -0.5 0.6 -0.7
H 0.3 0.1 0.3
H 0.0 0.1 -0.2
H 0.4 -0.1 -0.1
C -0.5 0.4 0.3
O 0.6 -1.2 -0.6
N -0.4 -0.3 -0.4
O 0.0 -0.2 0.5
C -0.8 -0.5 -0.1
H 0.1 0.0 0.2
H -0.2 -0.1 -0.3
H -0.1 -0.3 -0.2
H -0.4 -0.2 0.0
H 0.0 0.0 -0.1
H 0.0 -0.3 0.1
C -0.1 0.9 0.3
P -1.6 1.9 -0.4
H 0.0 0.0 -0.1
H 0.4 -0.2 -0.3
C -0.5 1.0 0.6
H 0.4 0.0 0.2
P 2.7 0.3 -1.2
H 0.2 -0.3 -0.1
C 0.0 -1.1 0.2
C 0.8 0.5 0.3
C 0.1 0.4 -0.6
H -0.1 0.2 0.1
C -0.4 0.7 0.4
H 0.0 0.6 0.2
C 0.6 -0.5 1.1
H -0.1 0.1 0.2
C -0.6 0.7 0.7
H -0.1 0.0 0.3
H 0.0 0.1 0.0
C -0.5 -1.3 0.2
C 0.3 -0.2 -1.2
C 0.8 -0.3 -0.4
H -0.1 0.1 -0.2
H 0.1 0.1 0.2
H 0.0 -0.3 0.2
N -0.1 -0.4 -0.7
C 0.4 0.3 0.5
H -0.2 0.2 0.3
N -0.6 -0.1 -0.9
N -0.1 -0.2 -0.2
C -0.4 0.8 0.8
C 0.2 0.4 -0.7
H 0.0 0.2 -0.1
H 0.1 0.5 0.2


Entry 6:
Below is a structure of composition C6H6ClO2S, with properties calculated with ωB97M-V with the def2-TZVPD basis set.

The energy above the lowest of the compared OMol25 structures with the same formula, charge and spin comes out at 0.0 kcal/mol. The calculation puts the total energy at -33768.572 eV. The calculation puts the frontier orbital gap at 6.43 eV. The charge is -1.

Last column: Mulliken charge in e.
Atoms and positions in Å:
1 C 0.28383 -1.58241 0.59079  0.17
2 H 1.61428 -0.23032 -1.25339  0.42
3 H 0.31334 1.72221 -1.28734  0.24
4 S -2.37044 0.80657 0.51102  0.42
5 C -1.00090 0.39983 -0.49950  0.72
6 C -0.60577 -1.47406 -0.53331  -0.38
7 Cl -2.22487 -2.24843 -0.08810  -0.30
8 O -2.17179 2.14186 1.09088  -0.62
9 H 0.11902 1.93332 0.40886  0.36
10 C 1.39989 -0.75358 0.74185  -0.97
11 H 2.50699 0.85649 -0.16904  0.32
12 C 0.25072 1.13603 -0.36764  -0.96
13 H 2.27786 -1.09262 1.19835  0.32
14 O -2.23614 0.75153 -1.17513  -0.42
15 C 1.55941 0.24497 -0.32451  -0.58
16 H 0.28458 -2.61139 1.15620  0.26

Atomic forces in eV per Å
C 2.2 -1.6 0.7
H 0.1 -0.8 -1.8
H 0.1 0.3 -0.2
S 0.0 -0.2 0.0
C -0.5 -5.7 0.6
C -1.3 3.7 0.7
Cl 0.1 -0.2 -0.2
O -0.2 0.3 -0.1
H 0.5 -0.9 -0.1
C -2.3 -1.6 -1.1
H -1.3 -0.4 -0.3
C 0.9 2.2 -1.2
H 0.9 -0.5 1.2
O 1.3 0.7 0.3
C -0.4 2.4 2.3
H -0.2 2.1 -0.8


Entry 7:
Below is a cluster of 2 separate species, C2HN2O2 in total, with properties calculated with ωB97M-V with the def2-TZVPD basis set.

The energy above the lowest of the compared OMol25 structures with the same formula, charge and spin comes out at 135.5 kcal/mol. The calculation puts the total energy at -9160.367 eV. The calculation puts the frontier orbital gap (spin up / spin down) at 6.23 / 7.25 eV. The charge is -1.

Last column: Mulliken charge in e.
Atoms and positions in Å:
1 C -0.98290 0.86064 -0.04762  -0.53
2 O -0.51668 1.08256 3.17028  -0.49
3 O 1.45065 0.95598 2.36071  -0.50
4 N 0.27650 0.96882 2.20132  0.31
5 N 0.00786 2.08502 -2.03106  -0.51
6 C -0.57916 1.67677 -1.05615  0.57
7 H -1.63386 1.29569 0.71664  0.16

Atomic forces in eV per Å
C -0.7 -0.3 1.9
O 0.6 -0.2 -1.1
O 2.0 -0.1 0.2
N -2.9 0.4 0.0
N -2.0 -0.6 2.7
C 3.0 1.0 -3.3
H 0.0 -0.1 -0.2